Formula: C2H6N2O3
Source: OMol25
Level of theory: ωB97M-V with the def2-TZVPD basis set

```
13
C2H6N2O3 ωB97M-V with the def2-TZVPD basis set
C 1.465 0.011 0.074
C -0.128 0.024 0.192
N -0.747 -0.482 1.327
N -0.718 1.197 -0.241
O 1.880 1.032 -0.686
O 2.085 -0.901 0.490
O -0.364 -1.025 -1.138
H -0.284 -1.385 1.618
H -1.789 -0.531 1.117
H -1.364 1.369 0.522
H 1.171 1.546 -1.131
H -1.009 1.201 -1.134
H -0.197 -2.057 -1.010
```

Results
* LUMO level: 0.6 eV
* highest occupied orbital energy: -9.81 eV
* energy relative to the best compared isomer or geometry (same formula, charge and spin): 2.417 eV
* SMILES string: NC(N)(O)C(=O)O
* gap between HOMO and LUMO: 10.46 eV